Entry 1:
Here is a molecular structure, C37H39N8O2STi at a distorted geometry from the OMol25 dataset. Energies are from ωB97M-V/def2-TZVPD.

## Properties
Multiplicity ... 1
Total charge ... +3
HOMO energy ... -15.74 eV
Energy relative to the best compared isomer or geometry (same formula, charge and spin) ... 0.0 kJ/mol

Geometry (Å):
Ti 0.6773 -0.0792 1.2829
C -5.1516 -2.5342 4.7512
C -4.1537 -1.7990 3.9107
C -4.4919 -1.2003 2.7078
C -3.5575 -0.5019 1.9167
C -4.0434 0.1852 0.7725
N -3.3561 0.9308 -0.0404
C -4.0227 1.8258 -1.0080
C -3.1004 2.4250 -2.0612
C -2.9509 1.6761 -3.3779
N -2.1573 0.4321 -3.2624
C -0.9428 0.3244 -2.8408
C -0.0705 1.4473 -2.5343
C 0.2941 2.4269 -3.4625
C 1.1792 3.4442 -3.1191
C 1.6230 4.4690 -4.1173
C 1.6462 3.4776 -1.8028
C 1.2916 2.5198 -0.8524
C 1.7231 2.6740 0.5190
N 1.5191 1.8752 1.5095
C 2.1149 2.3667 2.7888
C 1.3378 1.9871 4.0318
C 1.3881 0.5153 4.3803
N 0.4544 -0.2129 3.4563
C -0.5665 -0.6628 4.1083
C -1.8641 -0.9941 3.5692
C -2.8316 -1.6426 4.3381
C -2.2015 -0.4339 2.3307
O -1.3023 0.1521 1.5949
C 0.4354 1.4767 -1.2299
O -0.0161 0.6206 -0.3537
H -6.1537 -2.4579 4.3358
H -5.1750 -2.1311 5.7627
H -4.8942 -3.5907 4.8208
H -5.5205 -1.2488 2.3697
H -5.1117 0.1312 0.5783
H -2.3521 1.0096 0.1539
H -4.4547 2.6426 -0.4269
H -4.8497 1.2700 -1.4541
H -2.1242 2.6489 -1.6261
H -3.5164 3.3982 -2.3307
H -2.4931 2.3053 -4.1384
H -3.9184 1.3586 -3.7659
H -2.6376 -0.4284 -3.5021
H -0.5870 -0.6928 -2.6950
H -0.0826 2.3761 -4.4768
H 1.0027 4.4480 -5.0109
H 2.6540 4.2894 -4.4234
H 1.5735 5.4719 -3.6959
H 2.3007 4.2882 -1.5041
H 2.2688 3.5974 0.7228
H 2.1460 3.4556 2.7165
H 3.1429 1.9949 2.8226
H 0.3022 2.3301 3.9353
H 1.7710 2.5435 4.8662
H 1.0738 0.3389 5.4076
H 2.4037 0.1466 4.2671
H -0.4828 -0.7319 5.1926
H -2.5420 -2.0322 5.3083
N 5.0411 0.4193 1.3199
C 3.8306 -0.0851 1.0406
S 2.8456 -0.7998 2.2856
N 3.3230 0.0496 -0.1627
N 2.1390 -0.7225 -0.0901
C 1.9612 -1.6633 -0.9270
C 2.8479 -2.0017 -2.0556
C 3.4579 -3.2540 -2.1104
C 4.2932 -3.5669 -3.1710
C 4.5066 -2.6392 -4.1807
C 3.9005 -1.3909 -4.1255
C 3.0808 -1.0650 -3.0584
C 0.7839 -2.4924 -0.5884
C 0.3696 -3.5647 -1.3662
C -0.6831 -4.3520 -0.9236
C -1.2879 -4.0394 0.2817
C -0.8379 -2.9339 0.9868
N 0.1712 -2.1622 0.5766
H 5.4768 0.1766 2.1954
H 5.6548 0.6213 0.5442
H 3.2974 -3.9749 -1.3185
H 4.7784 -4.5318 -3.2066
H 5.1565 -2.8856 -5.0078
H 4.0848 -0.6692 -4.9089
H 2.6429 -0.0756 -2.9904
H 0.8968 -3.7872 -2.2823
H -1.0086 -5.2064 -1.5015
H -2.0877 -4.6392 0.6894
H -1.2822 -2.6857 1.9396

Force components x, y, z for each atom (eV/Å):
Ti 0.53 -0.57 1.03
C -0.08 -0.03 0.03
C 0.16 0.13 -0.14
C 0.06 -0.07 0.17
C 0.04 -0.03 -0.02
C 0.04 0.00 0.07
N 0.11 -0.06 0.02
C -0.08 -0.01 0.11
C 0.01 0.24 0.00
C -0.02 -0.17 -0.18
N 0.30 -0.16 0.10
C -0.23 0.15 -0.09
C 0.04 -0.09 -0.05
C 0.06 0.10 0.08
C -0.06 -0.16 0.14
C 0.01 0.08 -0.10
C -0.08 -0.03 -0.07
C 0.00 0.01 -0.16
C -0.04 0.00 0.00
N -0.01 0.22 -0.14
C -0.03 0.10 -0.19
C -0.01 0.20 0.09
C 0.06 -0.25 -0.12
N -0.47 0.49 1.16
C 0.13 -0.23 -0.20
C -0.05 -0.04 0.09
C 0.02 0.04 -0.09
C -0.04 0.06 -0.05
O -0.04 -0.23 -0.30
C 0.18 0.31 -0.07
O -0.25 -0.05 -0.16
H -0.02 -0.01 -0.01
H -0.01 -0.01 0.03
H -0.01 -0.03 0.02
H -0.04 0.00 -0.01
H -0.02 0.00 -0.01
H -0.05 0.01 -0.03
H 0.00 -0.01 -0.06
H 0.00 0.05 -0.04
H -0.01 0.00 -0.01
H -0.02 -0.04 0.01
H 0.00 0.04 0.07
H -0.02 0.12 0.02
H 0.00 -0.01 0.00
H 0.03 0.00 0.05
H -0.01 0.00 -0.05
H 0.00 0.00 -0.02
H 0.02 0.00 0.00
H 0.02 0.02 0.00
H 0.04 0.03 0.01
H 0.00 -0.03 -0.05
H 0.08 -0.05 0.11
H -0.10 0.01 0.11
H 0.02 -0.04 0.06
H 0.03 0.01 -0.04
H -0.06 0.12 -0.01
H -0.22 0.08 0.25
H -0.09 0.02 -0.01
H -0.01 -0.02 0.03
N -0.01 -0.17 0.18
C 0.01 0.43 -0.85
S 0.26 -0.43 0.04
N -0.18 -0.72 0.53
N 0.27 1.01 -1.10
C -0.26 -0.49 -0.14
C 0.08 0.00 0.13
C -0.04 0.00 -0.05
C -0.01 0.02 0.02
C 0.00 0.00 0.01
C 0.02 -0.02 -0.01
C 0.03 0.07 -0.02
C -0.17 -0.11 0.00
C 0.14 0.20 0.15
C -0.08 -0.03 0.07
C 0.07 0.07 -0.01
C 0.08 -0.10 0.13
N -0.02 0.05 -0.36
H 0.02 0.05 -0.01
H 0.00 0.04 0.01
H 0.00 -0.02 0.03
H 0.02 -0.02 -0.01
H 0.02 -0.01 -0.04
H -0.01 0.02 -0.01
H -0.02 0.00 0.02
H -0.02 -0.01 -0.04
H -0.01 -0.01 -0.01
H -0.03 -0.03 -0.01
H -0.02 0.00 -0.04

---

Entry 2:
Here is 2 unconnected molecules or ions with the total composition C37H40BF9N2O3 at a distorted geometry from the OMol25 dataset. Energies are from ωB97M-V/def2-TZVPD.

## Properties
Multiplicity ... 1
HOMO energy ... -5.99 eV
Energy relative to the best compared isomer or geometry (same formula, charge and spin) ... 0.0 kJ/mol

Geometry (Å):
C -2.0688 -2.7196 7.3344
C -2.1728 -1.4814 6.5948
C -2.8235 -0.3123 6.8770
C -2.5606 0.5691 5.7823
C -1.7906 -0.1179 4.8772
B -1.0160 0.3722 3.5502
C -2.0973 -0.0259 2.3293
C -2.8747 0.9554 1.7279
C -3.7292 0.6350 0.6594
C -3.7753 -0.6752 0.1972
C -4.6712 -1.0449 -0.9549
F -3.9765 -1.7141 -1.9393
F -5.6931 -1.8687 -0.5824
F -5.2323 0.0408 -1.5612
C -3.0146 -1.6702 0.8000
C -2.1702 -1.3363 1.8675
O -0.8192 1.7964 3.7181
C 0.5288 2.0056 3.3344
C 0.5507 2.2559 1.8335
C 1.0831 3.2137 4.0678
C 1.2261 0.5833 3.7196
C 2.4949 0.2110 2.9754
C 1.5421 0.5073 5.2107
O 0.2169 -0.3529 3.3759
O -1.5314 -1.3643 5.3944
H -2.6316 -2.6017 8.2656
H -2.4948 -3.5567 6.7711
H -1.0296 -2.9621 7.5796
H -3.4088 -0.1021 7.7635
H -2.9301 1.5856 5.6930
H -2.8509 1.9872 2.0802
H -4.3395 1.4112 0.2081
H -3.0662 -2.7019 0.4549
H -1.5815 -2.1240 2.3364
H 1.5468 2.5717 1.5025
H 0.2532 1.3504 1.2863
H -0.1606 3.0564 1.5894
H 2.1264 3.3807 3.7801
H 0.5074 4.1024 3.7921
H 1.0192 3.0859 5.1512
H 3.1959 1.0541 2.9608
H 2.9781 -0.6125 3.5138
H 2.2929 -0.1378 1.9592
H 2.4340 1.1080 5.4320
H 0.7127 0.8601 5.8351
H 1.7597 -0.5341 5.4745
C -3.9498 -1.1621 -5.3581
N -3.5007 0.1701 -5.0110
C -4.1939 1.2676 -5.6735
C -3.4396 1.6465 -6.9144
F -4.0382 2.6152 -7.6578
F -2.1746 2.0869 -6.5897
F -3.2582 0.5459 -7.7200
C -2.4803 0.3883 -4.1342
C -2.3762 1.6076 -3.4137
C -1.3760 1.7865 -2.4925
C -0.3466 0.8192 -2.3401
C 0.7307 1.0817 -1.4579
C 2.0519 0.6258 -1.7256
C 2.9920 0.5296 -0.6656
C 4.2232 -0.0609 -0.8454
C 4.6542 -0.4027 -2.1542
N 5.8384 -1.0371 -2.3655
C 6.5775 -0.8826 -3.5986
C 6.3933 -1.9972 -1.4210
C 5.8027 -3.3508 -1.6959
F 6.2168 -4.3361 -0.8559
F 4.4259 -3.2937 -1.6264
F 6.0941 -3.7435 -2.9849
C 3.8135 -0.1070 -3.2628
C 2.5170 0.3115 -3.0465
C -0.4351 -0.3899 -3.0949
C -1.5001 -0.6212 -3.9298
H -3.8523 -1.8328 -4.4973
H -5.0134 -1.1253 -5.6332
H -3.3766 -1.5727 -6.2037
H -5.1834 0.9008 -5.9722
H -4.2441 2.1532 -5.0368
H -3.1279 2.3874 -3.5634
H -1.3329 2.6963 -1.8987
H 0.5912 1.8620 -0.7081
H 2.7000 0.8923 0.3169
H 4.8988 -0.2331 -0.0055
H 6.2610 0.0335 -4.1029
H 7.6520 -0.8190 -3.3729
H 6.4036 -1.7378 -4.2678
H 7.4708 -2.0551 -1.6175
H 6.1558 -1.7311 -0.3887
H 4.1770 -0.2920 -4.2780
H 1.8478 0.4063 -3.8999
H 0.3452 -1.1430 -2.9838
H -1.5925 -1.5705 -4.4690

Force components x, y, z for each atom (eV/Å):
C 0.05 -1.01 0.55
C -0.43 1.85 -0.49
C 0.30 -0.51 -0.11
C -0.10 -0.26 -0.29
C 0.08 0.65 1.17
B -3.14 -1.56 0.20
C 1.44 0.74 0.41
C -0.83 -0.21 -0.80
C 0.41 0.23 0.50
C -0.46 0.06 -0.53
C 0.13 0.03 0.32
F -0.50 0.23 0.29
F 0.53 0.45 -0.48
F 0.17 -0.64 0.15
C 0.53 -0.07 0.60
C -0.71 -0.41 -0.78
O 1.21 0.44 -0.44
C 0.16 -0.73 0.44
C 0.22 -0.09 -0.39
C 0.11 -0.06 0.02
C -0.53 0.52 -0.21
C 0.28 0.11 -0.10
C -0.02 0.23 0.30
O 1.14 0.74 -0.29
O -0.38 -0.21 0.23
H 0.12 -0.17 -0.10
H 0.07 -0.05 0.11
H -0.08 -0.07 0.01
H 0.09 -0.11 -0.09
H 0.23 -0.21 -0.14
H 0.16 -0.25 0.03
H 0.02 -0.15 -0.04
H -0.05 0.19 -0.04
H -0.01 0.24 -0.04
H 0.04 -0.01 -0.08
H 0.00 0.12 0.25
H 0.10 -0.14 0.09
H 0.00 0.04 0.11
H 0.03 -0.07 0.02
H 0.00 0.01 -0.17
H 0.03 -0.06 -0.08
H -0.02 0.07 -0.17
H -0.11 0.10 0.16
H -0.12 -0.05 0.08
H 0.09 -0.10 -0.18
H -0.11 0.15 -0.08
C 0.20 -0.68 -0.23
N -0.40 0.61 0.25
C -0.02 -0.39 0.46
C 1.35 0.04 -1.29
F 0.45 -0.89 0.79
F -1.21 -0.24 -0.38
F -0.26 1.08 0.53
C 0.08 -0.03 -0.05
C 0.02 0.25 0.03
C -0.24 -0.23 -0.09
C 0.19 -0.14 0.44
C 0.13 0.55 -1.77
C 0.37 -0.21 -0.05
C 0.09 -0.07 0.03
C -0.11 0.06 -0.26
C -0.68 -0.09 0.06
N 0.75 0.02 0.55
C -0.08 -0.26 -0.59
C -0.02 0.62 -0.18
C -1.28 -1.42 -0.75
F -0.25 1.09 -0.75
F 1.39 -0.17 0.08
F -0.16 0.13 1.23
C -0.19 0.08 0.16
C 0.08 -0.14 0.40
C -0.15 0.13 -0.02
C 0.03 -0.17 0.03
H -0.02 0.20 -0.15
H 0.39 0.00 0.08
H -0.25 0.02 0.17
H 0.14 0.46 0.17
H -0.36 -0.18 -0.22
H 0.42 -0.31 0.24
H -0.07 -0.15 -0.05
H -0.01 -0.47 0.18
H 0.04 -0.17 -0.14
H -0.37 0.22 -0.19
H 0.20 -0.12 0.11
H -0.32 0.02 -0.10
H 0.18 0.29 0.00
H -0.20 -0.02 0.49
H 0.34 -0.10 -0.12
H -0.30 0.00 0.44
H 0.18 0.18 0.22
H -0.33 0.12 0.08
H 0.13 0.46 0.28

---

Entry 3:
Here is a molecular structure, C37H40LaNP3 at a distorted geometry from the OMol25 dataset. Energies are from ωB97M-V/def2-TZVPD.

## Properties
Multiplicity ... 1
Total charge ... +1
HOMO energy (spin up / spin down) ... -9.34 / -9.34 eV
Energy relative to the best compared isomer or geometry (same formula, charge and spin) ... 186.8 kJ/mol

Geometry (Å):
C -1.8513 -4.9455 0.7148
C -0.7882 -4.2992 0.1015
C -0.9383 -4.0588 -1.2896
C -2.2411 -3.5195 -1.6590
C -3.3493 -4.0613 -0.9739
C -3.1480 -4.7955 0.1735
C -2.2942 -2.7138 -2.7921
C -1.2456 -2.5440 -3.6288
C 0.0457 -3.1322 -3.2061
C 1.1948 -2.4232 -3.7093
C 1.1631 -2.0062 -5.0059
C -0.0885 -1.8109 -5.6223
C -1.2816 -2.0610 -4.9335
H -1.7132 -5.4365 1.6767
H -4.3135 -3.8494 -1.3896
H -3.9901 -5.3070 0.6310
H -3.2964 -2.1611 -3.0310
H 2.0443 -1.7199 -5.5192
H -0.1533 -1.4904 -6.6858
H -2.2605 -1.8548 -5.3463
N 0.1063 -4.1041 -2.2299
La -0.9236 0.6014 -0.8887
C 0.4533 -3.8238 0.8688
H 1.3358 -4.0454 0.3242
H 0.4439 -4.2652 1.8697
C 2.3731 -2.0807 -2.7734
H 2.6447 -2.9395 -2.1881
H 3.2101 -1.7519 -3.4027
P 0.3308 -1.9480 1.1173
P 1.9225 -0.6655 -1.6692
C 2.3477 0.7341 -2.8025
H 2.4202 1.6748 -2.2472
H 3.3126 0.5043 -3.2542
H 1.5962 0.8436 -3.5826
C 3.4621 -0.6901 -0.7175
H 4.2971 -0.4184 -1.3750
H 3.4342 0.0179 0.1194
H 3.6557 -1.6924 -0.3218
C -0.9133 -1.8904 2.4360
H -0.5821 -2.5294 3.2529
H -1.0402 -0.8693 2.8114
H -1.8786 -2.2484 2.0754
C 1.8344 -1.7673 2.1091
H 2.0659 -0.7012 2.2778
H 1.6763 -2.2476 3.0902
H 2.6970 -2.2451 1.6250
H -1.8029 -0.7030 -1.6967
H -0.7436 0.2879 -2.7520
C -3.3207 3.9102 4.4908
C -3.8123 2.8829 3.6571
C -2.9446 2.1797 2.8269
C -1.5740 2.5318 2.8265
C -1.0667 3.5570 3.6321
C -1.9491 4.2439 4.4820
P -0.5349 1.7960 1.5319
C -0.7564 3.0053 0.1584
C -1.8683 2.7937 -0.7607
C -1.8437 3.4410 -1.9985
C -0.9192 4.4886 -2.2028
C -0.0097 4.8287 -1.2079
C 0.0899 4.0871 -0.0455
C 1.1810 1.9528 2.1129
C 2.2472 2.2242 1.2263
C 3.5481 2.2712 1.7009
C 3.8236 2.0089 3.0556
C 2.7822 1.6727 3.9306
C 1.4570 1.6306 3.4594
H -4.0139 4.4740 5.1423
H -4.8804 2.6372 3.6699
H -3.3082 1.3794 2.1909
H -0.0119 3.8212 3.6196
H -1.5636 5.0361 5.1386
H -2.7433 2.1500 -0.4612
H -2.5765 3.1879 -2.7733
H -0.9590 5.0622 -3.1360
H 0.6371 5.6762 -1.3521
H 0.7965 4.3660 0.7391
H 2.0409 2.4531 0.1798
H 4.3627 2.5280 1.0232
H 4.8459 2.0500 3.4239
H 2.9786 1.4522 4.9881
H 0.6353 1.3727 4.1504

Force components x, y, z for each atom (eV/Å):
C 0.23 1.34 0.17
C 0.77 -1.68 0.72
C 0.22 1.51 -2.92
C 1.55 -1.39 -0.03
C 0.21 0.56 1.06
C -0.70 -0.74 -0.89
C -3.63 0.51 -0.25
C 2.82 -1.91 0.30
C -1.99 -0.18 1.60
C 1.32 -1.21 0.38
C -1.13 0.54 0.74
C -2.26 -0.73 -1.13
C 1.28 1.67 -1.43
H -0.08 0.37 0.02
H -0.56 -0.01 0.13
H 0.13 0.12 0.03
H 1.72 -1.39 0.21
H 0.79 0.59 -0.24
H 0.15 -0.23 0.96
H 0.12 0.24 -0.27
N -0.09 3.66 2.14
La 3.92 -3.62 0.78
C -1.95 -0.01 -0.32
H 1.02 -0.16 -0.38
H 0.27 -0.06 -0.09
C -1.21 -0.53 -1.53
H 0.21 -0.33 0.44
H 0.05 -0.13 0.28
P -0.36 -0.64 -0.52
P 0.07 0.48 -0.84
C -0.04 -0.22 0.04
H 0.03 -0.05 -0.02
H 0.10 0.23 -0.07
H -0.06 -0.04 0.03
C 0.60 0.17 0.56
H -0.07 -0.10 0.14
H 0.05 -0.19 -0.15
H -0.06 0.18 -0.02
C -0.22 -0.05 0.34
H -0.16 -0.05 0.21
H 0.05 -0.12 -0.04
H -0.01 -0.01 -0.04
C 0.60 0.36 0.61
H 0.01 -0.45 -0.05
H 0.16 0.14 -0.32
H -0.28 0.19 0.11
H -2.69 -2.18 -1.27
H 0.59 -0.02 -2.44
C 0.25 0.04 -0.17
C -0.02 0.38 0.40
C 0.79 0.68 0.53
C -0.17 0.17 -0.20
C -1.05 0.15 0.48
C -0.30 -0.30 -0.07
P -0.04 0.98 2.38
C -1.35 1.02 0.30
C -0.11 2.42 0.64
C -0.34 0.54 0.39
C -0.14 -0.33 -0.22
C -0.38 0.18 -0.68
C -0.18 -0.39 0.31
C 0.49 0.02 0.12
C -0.51 0.05 0.49
C 0.33 -0.09 0.54
C -0.46 -0.11 -0.17
C -0.32 0.01 -0.28
C 0.25 0.19 -0.11
H 0.49 -0.47 -0.46
H 0.48 0.11 0.02
H 0.02 0.01 0.06
H -0.22 -0.05 -0.06
H -0.27 -0.38 -0.35
H 0.72 0.76 -0.34
H 0.21 0.25 0.40
H 0.09 -0.33 0.40
H 0.12 0.20 -0.04
H -0.06 -0.20 -0.38
H 0.13 -0.12 0.23
H -0.20 -0.11 0.17
H -0.19 0.02 -0.10
H -0.02 0.10 -0.56
H 0.53 0.18 -0.44